17
Properties=species:S:1:pos:R:3:mulliken_charge:R:1 method="wB97M-V/def2-TZVPD" smiles="CC(C)(N)CN=O" mol_weight_g_mol=102.14 e_above_lowest_ev=4.306 homo_energy_ev=-7.9 e_tot_ha=-343.04322 orbital_gap_ev=8.29
O 0.625 -0.737 2.476 -0.263
N 0.021 0.121 -1.782 -0.665
N 0.810 -1.526 1.593 -0.045
C 0.567 1.385 0.356 -1.535
C -0.094 0.137 -0.189 1.476
C -1.550 -0.007 0.214 -1.537
C 0.716 -1.105 -0.002 -0.858
H -1.629 -0.051 1.300 0.340
H 0.592 1.349 1.446 0.326
H 1.773 -1.013 -0.257 0.405
H 1.592 1.475 -0.001 0.374
H 0.922 0.387 -2.162 0.226
H 0.269 -2.017 -0.403 0.373
H 0.009 2.262 0.036 0.392
H -0.528 -0.581 -2.265 0.223
H -2.114 0.840 -0.169 0.391
H -1.981 -0.920 -0.193 0.377

---

88
Properties=species:S:1:pos:R:3:mulliken_charge:R:1 method="wB97M-V/def2-TZVPD" mol_weight_g_mol=709.84 e_above_lowest_ev=0.251 homo_energy_ev=-10.9 charge=+1 e_tot_ha=-2890.74325 orbital_gap_ev=8.52
Ca 0.661 0.467 0.573 2.973
O -0.695 -6.034 -1.623 -0.658
O -0.467 -2.532 -4.042 -0.497
O 0.358 1.100 -1.384 -0.780
O -0.441 -0.152 -3.050 -0.781
O -1.546 0.215 0.256 -1.016
N 2.415 1.896 1.523 0.808
N -0.243 2.889 1.315 0.293
N 3.056 -0.299 -0.182 0.595
N 0.150 -4.648 -3.180 -0.024
N 0.598 -2.069 0.408 1.026
N 0.630 0.220 3.006 0.310
C 0.601 -3.368 -3.691 -0.450
C 0.388 -4.154 -0.752 0.585
C 2.062 3.218 2.064 -1.857
C -0.117 -5.005 -1.899 0.035
C -3.167 -1.188 -2.806 -0.574
C -0.532 0.386 -1.964 -0.882
C -4.010 1.509 -0.837 -0.324
C -2.315 2.530 -2.193 -0.231
C 5.111 0.741 -0.811 -0.997
C 0.261 -2.784 -0.666 -1.745
C -1.467 3.381 1.104 -0.048
C 0.709 3.760 1.654 0.884
C 1.121 -2.734 1.440 -0.595
C -1.788 4.722 1.192 -1.194
C -0.782 5.619 1.506 -0.526
C -3.948 -3.394 -2.245 -0.707
C -1.890 0.231 -1.181 3.764
C -0.360 -0.155 3.813 -0.571
C 2.908 1.016 2.608 -1.108
C -3.119 3.655 -2.335 -0.936
C -2.619 -1.048 -1.532 0.227
C -4.355 3.716 -1.712 -0.614
C 0.487 5.127 1.744 -1.119
C 1.303 -4.107 1.459 -1.126
C -2.761 -2.083 -0.619 -0.353
C 3.859 0.768 -0.218 0.595
C 0.903 0.331 5.761 -0.562
C 0.906 -4.833 0.348 -0.818
C -2.751 1.457 -1.430 -0.532
C 3.498 -1.434 -0.725 -0.258
C -4.803 2.636 -0.961 -0.858
C 3.350 2.059 0.387 -1.298
C 5.546 -0.434 -1.395 -0.619
C -3.820 -2.353 -3.158 -0.726
C 4.729 -1.548 -1.348 -1.014
C -3.423 -3.255 -0.973 -0.545
C -0.276 -0.118 5.193 -0.972
C 1.775 0.648 3.562 0.344
C 1.943 0.720 4.934 -0.818
H -2.773 4.486 -2.932 0.463
H 1.009 0.381 6.835 0.436
H 1.258 -2.908 -2.954 0.278
H 1.305 5.785 2.000 0.497
H -2.232 2.668 0.825 0.593
H 4.213 2.674 0.684 0.629
H -0.292 -5.272 -3.844 0.276
H -4.977 4.592 -1.828 0.447
H -0.403 -1.672 -3.598 0.463
H -3.067 -0.391 -3.528 0.414
H 1.725 -4.587 2.327 0.537
H -0.174 -2.227 -1.484 1.282
H -1.111 -0.432 5.797 0.468
H -0.979 6.679 1.566 0.431
H -4.225 -2.458 -4.154 0.442
H 2.876 1.078 5.347 0.519
H -4.392 0.651 -0.294 0.376
H 2.816 2.611 -0.393 0.497
H 1.413 -2.141 2.296 0.168
H -5.779 2.665 -0.498 0.449
H 3.730 1.478 3.171 0.372
H 2.843 3.943 1.804 0.368
H -1.346 2.512 -2.669 0.707
H -2.800 5.041 0.997 0.508
H -2.365 0.295 0.754 0.495
H 5.031 -2.491 -1.777 0.500
H -2.327 -2.001 0.368 0.080
H 3.298 0.096 2.167 0.550
H 1.205 -3.579 -4.581 0.328
H -1.262 -0.505 3.326 0.528
H -4.452 -4.306 -2.528 0.439
H 2.066 3.152 3.158 0.490
H 6.517 -0.483 -1.870 0.434
H 0.972 -5.911 0.312 0.520
H 5.728 1.628 -0.814 0.519
H 2.833 -2.280 -0.665 0.324
H -3.513 -4.061 -0.260 0.464